No. 1
ORCA calculation (ωB97M-V/def2-TZVPD) on the ion C4H4O4S3 with charge -2 at a distorted geometry.

Output
LUMO energy = 0.210 Ha
multiplicity = 1
total charge = -2
SMILES = O=C(O)C[C@@]([O-])(O)C(=S)S[S-]
molecular weight = 212.27 u

Geometry as XYZ:
```
15
Properties=species:S:1:pos:R:3:forces:R:3
O -2.639841 0.533997 0.244180 0.7653 0.7943 -0.3339
C -1.460354 0.527618 -0.126219 -2.1423 -1.3858 -0.2585
O -1.137207 1.006536 -1.319209 -1.0548 0.1384 0.4261
C -0.460624 -0.197380 0.695165 0.8809 -0.5990 -3.7889
C 0.639007 -1.141173 0.002331 -0.0349 1.9784 -1.3803
O 1.035836 -2.049669 0.759203 0.6106 -2.1025 2.7139
O 0.151025 -1.792673 -1.238993 -0.0953 0.3551 -0.8146
C 1.864114 -0.147145 -0.378601 -0.2753 -3.3117 0.7127
S 1.777978 1.001588 -1.531975 0.8787 0.7908 -0.2131
S 3.166016 -0.936268 0.475754 -1.1779 1.3636 -0.6900
S 4.680137 0.271421 0.117655 1.7732 0.6868 -0.1490
H -0.214453 0.755454 -1.553738 0.7051 0.2316 -0.0208
H 0.008440 0.498234 1.276133 1.9211 1.9567 1.4100
H -0.901128 -0.818383 1.359416 -1.9809 -2.0015 1.8595
H 0.785891 -2.547000 -1.339780 -0.7734 1.1050 0.5268
```
Positions in Å, forces in eV/Å.

Here are the natural (NBO) charges for atoms 1 to 2, given in e:
1 O -0.685
2 C 0.804



No. 2
ORCA calculation (ωB97M-V/def2-TZVPD) on a cluster of 2 separate species, C4H4OS in total at a distorted geometry.

Output
LUMO energy (alpha / beta) = -0.014 / -0.016 Ha
multiplicity = 1
total charge = 0
molecular weight = 100.14 u

Geometry as XYZ:
```
10
Properties=species:S:1:pos:R:3:forces:R:3
C -0.793211 0.157471 -0.664832 -0.7678 -0.1052 0.9130
C -0.318728 0.387398 0.566833 -0.8282 0.8783 -0.2483
C 2.351597 -0.905296 -0.063668 0.5061 2.3008 1.3233
C 0.905531 1.065962 0.631587 1.3032 -0.5352 -0.1288
O 1.870120 -1.909193 -0.357786 -0.4263 -1.3715 -0.5630
S 1.742876 2.372658 0.387746 -0.3897 -0.2833 0.4243
H -1.778869 -0.276742 -0.605172 -0.0998 -0.0738 -1.0991
H -0.306732 0.610273 -1.497964 0.0408 -0.4218 -0.8633
H -1.091857 0.213311 1.321827 1.2325 -0.1040 0.6074
H 3.437590 -0.655666 0.217618 -0.5708 -0.2843 -0.3654
```
Positions in Å, forces in eV/Å.

Here are the natural (NBO) charges for atoms 1 to 2, given in e:
1 C -0.357
2 C -0.380



No. 3
ORCA calculation (ωB97M-V/def2-TZVPD) on a cluster of 2 separate species, C4H4OS in total at a distorted geometry.

Output
LUMO energy = -0.031 Ha
multiplicity = 1
total charge = 0
SMILES = C=C=C=O.C=S
molecular weight = 100.14 u

Geometry as XYZ:
```
10
Properties=species:S:1:pos:R:3:forces:R:3
C 0.953969 -0.236737 0.610850 1.4697 -2.1292 0.1383
C 0.263867 -1.344639 0.686425 0.8052 0.5285 -0.7272
C -0.622893 -2.237838 0.678523 -1.4021 0.3024 1.2158
O -1.574917 -2.887510 0.864927 0.0106 -1.0340 -0.5625
H 0.580551 0.697051 0.803989 -1.2209 2.2313 0.3685
H 2.013689 -0.252884 0.455656 0.6125 -0.0594 -0.2501
C -1.596794 0.891376 -1.013612 -1.0115 -1.3555 -0.8327
S -0.686514 2.173069 -1.212273 0.3261 0.8271 -0.1936
H -2.399353 0.628815 -1.836828 1.4429 0.2221 2.0653
H -1.346739 0.218706 -0.140950 -1.0324 0.4666 -1.2218
```
Positions in Å, forces in eV/Å.

Here are the natural (NBO) charges for atoms 1 to 2, given in e:
1 C -0.212
2 C -0.358



No. 4
ORCA calculation (ωB97M-V/def2-TZVPD) on an isolated molecule of C4H4OS2 at a distorted geometry.

Output
LUMO energy = -0.018 Ha
multiplicity = 1
total charge = 0
molecular weight = 132.21 u

Geometry as XYZ:
```
11
Properties=species:S:1:pos:R:3:forces:R:3
C -0.024350 -0.514663 0.115669 -0.5354 2.6929 -1.3509
C -0.199227 -1.403830 -1.138904 1.0535 -0.0199 1.3295
C -1.165584 -0.304406 1.015103 -1.7630 -2.1801 1.8858
C 0.865054 0.743967 -0.234592 -0.7029 0.9011 0.0623
O 0.103510 -0.537391 1.611479 0.1845 -2.3067 -1.9926
S 0.362040 -0.744190 -2.499919 -0.7005 -0.7213 0.7296
S 1.177389 1.152171 -2.021689 -0.4953 -0.4282 1.4152
H -1.491495 0.648692 1.301516 -0.6584 1.5749 -0.3649
H -2.002876 -1.113561 1.308691 2.1092 1.5073 -1.2509
H 0.626811 1.682222 0.333042 -0.2680 -0.9156 -0.6793
H 1.748728 0.390989 0.209604 1.7764 -0.1045 0.2162
```
Positions in Å, forces in eV/Å.

Here are the natural (NBO) charges for atoms 1 to 2, given in e:
1 C 0.087
2 C -0.287



No. 5
ORCA calculation (ωB97M-V/def2-TZVPD) on an isolated molecule of C4H4OS2 at a distorted geometry.

Output
LUMO energy = -0.048 Ha
multiplicity = 1
total charge = 0
SMILES = C=C(C=S)OC=S
molecular weight = 132.21 u

Geometry as XYZ:
```
11
Properties=species:S:1:pos:R:3:forces:R:3
C -1.672155 -0.386408 -0.367729 -1.1520 -1.0265 0.0038
C -0.451767 0.093927 -0.334632 2.5383 -0.5655 0.2312
C -0.162436 1.514076 -0.164568 0.6824 0.5129 0.7399
S 1.307357 2.193327 -0.043819 -0.5287 -0.3359 -0.2276
O 0.701864 -0.771848 -0.522445 -1.5766 0.3873 -0.2349
C 1.537346 -1.106484 0.483129 0.0390 1.5719 0.2995
S 2.858360 -1.996040 0.220224 -0.5796 0.0600 0.2934
H -2.503651 0.307311 -0.230285 0.2308 -0.2619 -0.1837
H -1.897612 -1.461808 -0.503295 0.2669 0.8547 0.1292
H -1.030429 2.147598 0.035236 -0.0598 -0.2538 -0.3278
H 1.313122 -0.533651 1.428184 0.1393 -0.9432 -0.7229
```
Positions in Å, forces in eV/Å.

Here are the natural (NBO) charges for atoms 1 to 2, given in e:
1 C -0.336
2 C 0.188



No. 6
ORCA calculation (ωB97M-V/def2-TZVPD) on an isolated molecule of C4H4P6 at a distorted geometry.

Output
LUMO energy = -0.058 Ha
multiplicity = 1
total charge = 0
SMILES = C1=P#P=C[P@H]=1c1pc[pH]p1
molecular weight = 237.92 u

Geometry as XYZ:
```
14
Properties=species:S:1:pos:R:3:forces:R:3
C 3.203362 -1.005090 -1.255868 -0.9449 0.4016 -0.4168
P 4.423823 -0.226094 -0.400438 -0.7873 -0.3833 -0.1447
P 3.446256 0.796665 1.279769 -2.9263 -0.4792 0.3262
C 1.752255 0.290330 1.075385 3.1148 1.8595 0.4145
P 1.382493 -0.594405 -0.390221 0.3726 1.0478 0.3152
C -0.489813 -0.118216 -0.400862 0.9539 -1.3220 -0.9926
P -1.658113 -1.416637 0.181173 -0.6850 1.4672 -0.2447
C -3.032541 -0.389175 0.116734 -1.6782 -0.3527 1.3365
P -2.778790 1.353395 -0.089373 -1.4380 0.1571 -1.9506
P -0.858984 1.421265 -1.010424 0.3717 -0.4235 0.4174
H 0.932486 0.766603 1.624135 0.5121 -0.2725 0.1002
H 1.464669 -1.836323 0.140458 -0.5493 -1.4553 0.2632
H -4.172766 -0.541524 0.475101 2.9048 -0.3781 -0.8777
H -3.614335 1.499210 -1.345566 0.7792 0.1332 1.4540
```
Positions in Å, forces in eV/Å.

Here are the natural (NBO) charges for atoms 1 to 2, given in e:
1 C -0.738
2 P 0.244



No. 7
ORCA calculation (ωB97M-V/def2-TZVPD) on the ion C4H4PS with charge -1 at a distorted geometry.

Output
LUMO energy (alpha / beta) = 0.132 / 0.132 Ha
multiplicity = 1
total charge = -1
SMILES = P=C=C/C=C\[S-]
molecular weight = 115.12 u

Geometry as XYZ:
```
10
Properties=species:S:1:pos:R:3:forces:R:3
P -1.738068 1.031892 -2.390410 2.3116 -2.2231 0.0632
C -0.604045 -0.076400 -1.632441 -2.7372 1.8143 -1.6659
C -0.209621 -0.689418 -0.534133 0.0911 1.4814 0.1298
C 0.993074 -0.341988 0.121543 1.1437 -0.2015 1.3192
C 1.090215 -0.248441 1.504094 0.4488 0.8249 -0.9840
S -0.084466 0.046131 2.619131 -1.5127 -0.5377 1.0460
H -2.439009 1.491026 -1.273572 -0.0423 0.2539 0.7956
H -0.925373 -1.253290 0.030590 -0.2910 -0.8214 0.1748
H 1.855820 0.090206 -0.372660 -0.1279 -0.4331 -0.5552
H 2.061475 -0.049717 1.927858 0.7159 -0.1577 -0.3233
```
Positions in Å, forces in eV/Å.

Here are the natural (NBO) charges for atoms 1 to 2, given in e:
1 P 0.118
2 C -0.310



Summary of ΔE to the lowest compared entry with this formula, charge and spin in kcal/mol
32.2, 112.7, 89.8, 95.9, 40.7, 13.1, 54.5
(order as listed above)
Summary of E_tot in eV
-44908.162, -17090.256, -17091.252, -27926.005, -27928.396, -59938.196, -24334.691
(order as listed above)